Here is 4 unconnected molecules or ions with the total composition C11H34NO12P2S4 at a distorted geometry from the Open Molecules 2025 dataset. Energies are from wB97M-V/def2-TZVPD.

Cartesian coordinates (Å):
1 C -0.2980 -1.0718 2.0347
2 P -0.9957 -2.4562 1.0823
3 C -2.8053 -2.4292 1.1605
4 N -0.5537 -1.9011 -0.7047
5 O -1.6573 -1.5186 -1.4957
6 P 0.3621 -3.2093 -1.7365
7 O 1.8074 -2.5762 -1.7513
8 O 0.4371 -4.4025 -0.7041
9 S -0.4554 -3.5602 -3.3829
10 H 0.2814 -0.4664 1.3342
11 H -1.0355 -0.4147 2.4970
12 H 0.3557 -1.4759 2.8048
13 H -3.0584 -3.3227 1.7324
14 H -3.2487 -2.5330 0.1697
15 H -3.2067 -1.5492 1.6629
16 H 0.0697 -1.0869 -0.6363
17 H -1.5904 -0.5533 -1.5787
18 H 2.0435 -1.8212 -1.2053
19 H 0.1565 -5.2081 -1.1687
20 O 1.9940 -8.7753 3.4175
21 S 1.4405 -7.7251 4.2166
22 O 0.0769 -7.3386 4.0084
23 O 2.3726 -6.4413 4.0824
24 C 2.6871 -6.0133 2.7350
25 C 1.5181 -5.3416 2.0460
26 C 1.7119 -8.0355 5.9216
27 H 3.0471 -6.8718 2.1668
28 H 3.5229 -5.3284 2.8617
29 H 0.7055 -6.0428 1.8652
30 H 1.8496 -4.9266 1.0979
31 H 1.1275 -4.5367 2.6703
32 H 2.7542 -8.3042 6.0670
33 H 1.0581 -8.8625 6.1904
34 H 1.4488 -7.1437 6.4837
35 O -0.5078 1.4343 -0.0271
36 S -0.6003 1.5217 -1.4602
37 O -0.2450 0.3106 -2.1676
38 O 0.1723 2.7536 -1.9927
39 C 1.5684 2.9675 -1.6116
40 C 2.5200 2.0532 -2.3452
41 C -2.2059 2.0417 -1.9480
42 H 1.6508 2.8700 -0.5287
43 H 1.7363 4.0084 -1.8742
44 H 2.3914 1.0111 -2.0534
45 H 3.5424 2.3522 -2.1163
46 H 2.3651 2.1210 -3.4211
47 H -2.4732 2.9379 -1.3946
48 H -2.8987 1.2322 -1.7202
49 H -2.1904 2.2368 -3.0176
50 O -0.3466 5.6554 -2.5227
51 S -1.2859 6.2945 -1.6457
52 O -2.6858 6.2012 -1.9283
53 O -0.8646 7.7958 -1.4369
54 C -0.6724 8.6246 -2.6244
55 C -1.9749 9.0499 -3.2595
56 C -1.0051 5.7621 0.0100
57 H -0.0306 8.0857 -3.3216
58 H -0.1151 9.4800 -2.2512
59 H -2.5106 8.2033 -3.6854
60 H -1.7627 9.7619 -4.0571
61 H -2.6244 9.5247 -2.5249
62 H 0.0563 5.8384 0.2298
63 H -1.3359 4.7271 0.0726
64 H -1.5902 6.3871 0.6790

Results
**Molecular weight**: 562.60 g/mol
**E_tot**: -3672.34656 Eh
**HOMO energy**: -12.24 eV
**Net charge**: +1
**Strongest force on any atom**: 1.569 eV/A
**Frontier orbital gap**: 0.351 hartree

Here is a molecular structure, C8H32InN16O8 at a distorted geometry from the Open Molecules 2025 dataset. Energies are from wB97M-V/def2-TZVPD.

Cartesian coordinates (Å):
1 In -0.2682 0.7340 0.7883
2 C -4.0790 -0.2439 0.3811
3 O -2.8793 -0.4701 0.5489
4 N -4.6316 0.6993 -0.4461
5 N -5.0449 -0.8028 1.1800
6 H -5.4497 1.1323 -0.0575
7 H -4.0265 1.2483 -1.0316
8 H -4.7914 -1.5619 1.7866
9 H -5.9664 -0.4101 1.1905
10 C 2.5924 -1.2332 2.6804
11 O 1.9475 -0.3335 2.1118
12 N 3.8136 -1.6428 2.2455
13 N 2.0121 -2.0250 3.6147
14 H 4.2236 -2.3380 2.8423
15 H 4.2090 -1.1341 1.4780
16 H 2.5258 -2.7537 4.0737
17 H 1.0364 -1.7986 3.7041
18 C -0.1297 -3.3072 0.7608
19 O -0.2689 -2.0801 0.6432
20 N -1.1671 -4.0373 1.2722
21 N 0.9949 -3.9780 0.4519
22 H -0.9134 -4.8600 1.7945
23 H -1.9878 -3.4890 1.4555
24 H 1.7714 -3.4493 0.0923
25 H 0.9289 -4.9551 0.2156
26 C 2.2531 2.4613 -1.9296
27 O 1.3043 1.8523 -1.4040
28 N 2.5373 2.3005 -3.2461
29 N 3.0542 3.3722 -1.3234
30 H 2.0156 1.7145 -3.8724
31 H 3.4367 2.6164 -3.5645
32 H 3.6474 3.9063 -1.9299
33 H 3.0695 3.3050 -0.3212
34 C -1.4541 -0.8272 -2.7663
35 O -0.9316 0.0114 -2.0054
36 N -2.8005 -0.9905 -2.9058
37 N -0.7036 -1.6631 -3.4914
38 H -3.2875 -0.4488 -2.2126
39 H -3.1800 -1.7951 -3.3695
40 H -1.0889 -2.4036 -4.0512
41 H 0.2929 -1.5968 -3.3714
42 C 0.2655 2.0766 4.5449
43 O -0.2184 1.4481 3.5828
44 N 0.3616 1.4785 5.7358
45 N 0.7635 3.3374 4.4802
46 H 0.7505 1.8918 6.5664
47 H 0.1443 0.5008 5.8231
48 H 1.0179 3.8354 5.3159
49 H 1.2025 3.6583 3.6356
50 C -2.3000 2.9936 -1.7442
51 O -2.0339 2.4086 -0.6744
52 N -2.0469 2.4871 -2.9608
53 N -3.0447 4.1269 -1.7697
54 H -1.9941 3.0958 -3.7595
55 H -1.6789 1.5514 -3.0199
56 H -3.6286 4.3449 -2.5593
57 H -3.3414 4.4840 -0.8743
58 C 2.5394 -1.2956 -1.4966
59 O 1.7640 -0.7785 -0.6958
60 N 2.1961 -2.3178 -2.3114
61 N 3.8745 -1.0105 -1.5323
62 H 1.3019 -2.7264 -2.0900
63 H 2.8382 -2.7123 -2.9733
64 H 4.4514 -1.3471 -2.2817
65 H 4.1994 -0.2557 -0.9537

Results
**Molecular weight**: 595.27 g/mol
**E_tot**: -1991.48753 Eh
**Relative energy (zero: lowest compared OMol25 entry of this formula, charge and spin)**: 16.1 kcal/mol
**HOMO energy**: -17.19 eV
**Net charge**: +3
**Strongest force on any atom**: 3.046 eV/A
**Frontier orbital gap**: 0.156 hartree

Which of these has the highest frontier orbital gap? C11H34NO12P2S4